(1)
2 unconnected molecules or ions with the total composition C3H5NS in a non-equilibrium geometry. Source: the Open Molecules 2025 dataset; level of theory: wB97M-V/def2-TZVPD.

```
10
C3H5NS, DFT wB97M-V/def2-TZVPD
C -2.04 0.58 1.86
C 0.13 -0.32 -0.97
C 0.99 0.60 -0.20
N -1.24 -0.20 2.02
S 2.62 0.44 -0.18
H -0.81 -0.51 -0.46
H -0.13 0.50 -1.71
H 0.61 -1.30 -1.45
H -3.05 0.87 2.13
H 2.93 -0.67 -1.03
```

Calculated values
HOMO-LUMO gap: 9.026 eV
net charge: 0
total energy: -570.09724 Eh

Here is what Löwdin gives for the atomic charges, in e: -0.0812 -0.2726 -0.6416 0.0765 0.7436 0.0169 0.0949 0.0991 0.0645 -0.1002

=====

(2)
A molecular structure, C3H5NS2 in a non-equilibrium geometry. Source: the Open Molecules 2025 dataset; level of theory: wB97M-V/def2-TZVPD.

```
11
C3H5NS2, DFT wB97M-V/def2-TZVPD
C -1.56 -0.16 0.06
C 0.78 0.66 0.14
C 1.04 -0.87 -0.07
H -1.01 1.88 0.13
H 1.08 0.89 1.24
H 1.41 1.21 -0.70
H 1.17 -1.13 -1.13
H 1.78 -1.39 0.42
N -0.71 0.83 -0.14
S -3.19 -0.26 0.00
S -0.78 -1.67 0.06
```

Calculated values
HOMO-LUMO gap: 8.829 eV
net charge: 0
total energy: -968.39641 Eh

Here is what Löwdin gives for the atomic charges, in e: -1.3525 -0.2038 -0.3164 0.2012 0.1328 0.1465 0.0552 0.0291 -0.1034 0.5509 0.8603

=====

(3)
A single C3H5NS2 molecule in a non-equilibrium geometry. Source: the Open Molecules 2025 dataset; level of theory: wB97M-V/def2-TZVPD.

```
11
C3H5NS2, DFT wB97M-V/def2-TZVPD
C 0.17 -0.97 -0.99
C 0.01 0.12 0.05
C 0.17 -0.25 1.45
S 0.76 -1.66 2.06
N -0.43 1.27 -0.26
S -0.67 1.53 -1.90
H 0.88 -0.56 -1.77
H 0.54 -2.01 -0.67
H -0.77 -1.01 -1.51
H -0.15 0.53 2.09
H -1.05 2.84 -1.92
```

Calculated values
HOMO-LUMO gap: 7.869 eV
net charge: 0
total energy: -968.38125 Eh

Here is what Löwdin gives for the atomic charges, in e: -0.1361 -0.5798 -0.5709 0.6962 -0.3090 0.7973 0.0755 0.0732 0.0440 0.0361 -0.1266